117
Properties=species:S:1:pos:R:3:mulliken_charge:R:1 method="wB97M-V/def2-TZVPD" gap_ev=6.684 total_charge=-1 fmax_ev_per_a=1.644 de_lowest_kcal_mol=15.87 e_lumo_ev=2.169
Lu -0.06847 2.48598 0.49487 1.3029
C -6.32544 1.79434 -1.79072 -1.7749
C -4.85139 2.19784 -1.64629 1.4309
C -4.74113 3.25136 -0.55270 -2.0956
C -4.32294 2.78306 -2.95497 -1.2943
N -4.07460 0.95440 -1.35188 0.6366
C -4.16139 -0.12656 -2.21813 -0.9358
C -3.31266 -1.06806 -1.77935 -1.1139
N -2.70341 -0.59056 -0.64290 0.6447
B -1.58093 -1.29376 0.16826 0.4521
N -2.17367 -1.65045 1.55256 0.8959
C -3.49663 -2.01694 1.71063 -1.1862
C -3.78346 -2.00681 3.02023 -0.4587
N -2.62285 -1.64042 3.69568 0.2413
C -1.62640 -1.42320 2.77476 -0.0378
S -0.02038 -0.98666 3.06067 -0.2771
C -2.55253 -1.37195 5.15609 1.3852
C -3.89846 -1.70392 5.79665 -2.2146
C -2.25525 0.11240 5.37439 -1.5487
C -1.48624 -2.25663 5.80456 -1.5836
N -1.17033 -2.61862 -0.52828 0.4521
C -1.32534 -3.88421 0.00656 -0.9198
C -0.69427 -4.75546 -0.79288 -0.9863
N -0.11010 -4.03292 -1.83068 1.0825
C -0.43510 -2.70608 -1.67901 0.0111
S -0.09743 -1.38938 -2.66940 -0.3229
C 0.61825 -4.73880 -2.91872 1.2288
C -0.41979 -5.37198 -3.84752 -1.7372
C 1.53788 -3.82347 -3.72333 -1.9203
C 1.49059 -5.82937 -2.28416 -1.6662
C -3.16840 0.65605 -0.38164 -0.0028
S -2.75439 1.56198 1.01945 -0.3469
H -6.93607 2.69580 -1.85091 0.4645
H -6.64910 1.21721 -0.92247 0.3387
H -6.50880 1.20623 -2.69093 0.3846
H -5.35548 4.10152 -0.85712 0.5686
H -3.71944 3.60686 -0.42014 0.3583
H -5.09764 2.87893 0.40715 0.4267
H -4.89557 3.67655 -3.20981 0.4475
H -4.40587 2.07187 -3.77944 0.3330
H -3.27520 3.06576 -2.84205 0.1347
H -4.80623 -0.12995 -3.07589 0.5171
H -3.07785 -2.03370 -2.19008 0.7058
H -0.63388 -0.55842 0.27137 -0.6626
H -4.13260 -2.23099 0.86838 0.5796
H -4.70557 -2.23560 3.51680 0.5604
H -4.70015 -1.07647 5.40408 0.4694
H -3.81831 -1.51445 6.86709 0.4377
H -4.16031 -2.75495 5.65931 0.4823
H -3.02667 0.72586 4.90315 0.3681
H -1.29326 0.37174 4.93390 0.2173
H -2.23344 0.33127 6.44457 0.5206
H -1.72550 -3.31119 5.64851 0.3988
H -1.46269 -2.06059 6.87918 0.4636
H -0.50562 -2.05123 5.38285 0.2806
H -1.86750 -4.05569 0.91951 0.5585
H -0.59815 -5.82011 -0.70022 0.4930
H -1.02284 -4.59405 -4.31916 0.3120
H -1.08252 -6.04196 -3.29584 0.3455
H 0.08230 -5.94582 -4.62949 0.4584
H 0.98151 -3.08951 -4.29722 0.4599
H 2.11765 -4.44992 -4.40530 0.5526
H 2.22350 -3.28193 -3.07196 0.2722
H 0.90418 -6.64541 -1.86115 0.4115
H 2.11737 -5.40437 -1.50154 0.3091
H 2.13691 -6.25303 -3.05328 0.4897
S -0.26810 7.01556 -1.28673 -0.5190
As -0.18039 5.11059 -0.44042 0.1104
S 1.67732 4.53513 0.53799 -0.4074
S -0.52829 3.42767 -1.85971 -0.4420
S -1.59845 4.70866 1.15297 -0.4845
C -0.04123 3.72263 4.23009 -0.8247
C 1.07089 2.86856 3.74837 0.1603
N 1.13836 2.18131 2.62617 0.5776
C 2.34023 1.49922 2.65421 -0.7039
C 3.00735 1.78422 3.79508 -1.2276
N 2.18541 2.65100 4.48181 0.0003
H -0.53455 4.20505 3.38726 -0.0584
H 0.33203 4.49636 4.90219 0.4467
H -0.77826 3.11559 4.76187 0.0782
H 2.63256 0.83246 1.86222 0.6462
H 3.96250 1.46086 4.16771 0.4954
H 2.37853 3.07976 5.36830 0.1939
C 2.89592 1.53214 -5.67695 -0.5941
C 1.65832 1.47405 -5.05732 -1.0966
C 1.56867 1.49417 -3.67195 -0.3000
C 2.71380 1.54318 -2.88492 0.8432
C 3.95571 1.62768 -3.51899 -0.2305
C 4.04590 1.62333 -4.90257 -0.8382
P 2.54170 1.45719 -1.04907 1.3369
C 4.06496 2.36171 -0.54615 0.5216
C 4.30011 3.63301 -1.07444 -0.6969
C 5.38970 4.37906 -0.66069 -0.6970
C 6.25984 3.87256 0.29791 -0.5587
C 6.03729 2.61318 0.82875 -0.7769
C 4.94249 1.86355 0.41014 -0.4484
C 3.08008 -0.27889 -0.72095 0.1839
C 2.27503 -1.07362 0.08870 0.8054
C 2.63718 -2.37801 0.40280 -0.3928
C 3.81496 -2.90477 -0.10354 -0.8561
C 4.62189 -2.12725 -0.92752 -0.8801
C 4.25673 -0.82613 -1.23302 -0.0942
H 2.96833 1.52055 -6.75786 0.3708
H 0.75320 1.42001 -5.64956 0.4632
H 0.59745 1.50026 -3.20147 0.3542
H 4.86166 1.71762 -2.93463 0.2977
H 5.01799 1.70160 -5.37517 0.4062
H 3.61903 4.04220 -1.80879 0.5541
H 5.54025 5.37195 -1.06524 0.4111
H 7.10527 4.46275 0.63055 0.3707
H 6.71268 2.20773 1.57276 0.4171
H 4.78521 0.87938 0.83330 0.3732
H 1.34691 -0.68274 0.48754 -0.6186
H 1.99321 -2.96487 1.04754 0.4208
H 4.11630 -3.91412 0.14783 0.4000
H 5.54307 -2.53503 -1.32646 0.4046
H 4.90277 -0.22945 -1.86465 0.3050


180
Properties=species:S:1:pos:R:3:mulliken_charge:R:1 method="wB97M-V/def2-TZVPD" gap_ev=7.338 fmax_ev_per_a=3.852 de_lowest_kcal_mol=60.94 e_lumo_ev=0.081
C -24.18990 16.32188 32.16424 -0.8244
S -24.16136 14.78302 31.23278 0.1544
O -23.21613 15.00656 30.06458 -0.3713
C -23.21214 13.70137 32.42588 -0.2719
H -24.84755 16.31279 33.03345 0.5273
H -24.70888 17.07839 31.57564 0.3495
H -23.24621 16.67587 32.57925 0.0560
H -22.16491 13.95008 32.25393 -0.4973
H -23.31342 12.67452 32.07458 0.4342
H -23.50803 13.73265 33.47448 0.4743
C -19.88355 17.86184 25.23166 -0.2395
S -19.44673 19.47470 24.33625 0.2090
O -20.70609 20.26875 24.48441 -0.6350
C -18.30715 20.33585 25.55380 -0.4554
H -20.47486 17.97630 26.14015 -0.3093
H -18.94004 17.37833 25.48487 0.4328
H -20.46477 17.16608 24.62651 0.3238
H -18.74639 20.49881 26.53797 -0.0419
H -18.02264 21.30275 25.13876 0.4881
H -17.37737 19.82400 25.80201 0.0688
C -14.60321 18.21060 27.31570 -1.2412
S -15.42102 19.29817 28.54042 0.5387
O -16.87795 19.08946 28.14135 -0.4001
C -15.09557 18.18530 29.92365 -1.0808
H -13.51973 18.30407 27.38939 0.4322
H -14.88069 18.54074 26.31464 0.3417
H -14.74111 17.14850 27.51822 0.3496
H -14.10357 17.73631 29.87425 0.7276
H -15.85767 17.40797 29.86865 0.1922
H -15.19915 18.87498 30.76135 0.3135
C -17.49869 21.78530 30.25983 -0.5992
S -16.47654 23.32112 30.32649 0.3620
O -16.64606 23.77462 31.78580 -0.6051
C -14.78344 22.61089 30.18466 -0.5705
H -18.44569 21.93317 30.77889 0.3606
H -17.02589 21.11816 30.98059 0.1825
H -17.65608 21.36085 29.26828 0.2412
H -14.00987 23.15958 30.72189 0.3951
H -14.53789 22.45686 29.13391 0.2993
H -14.91058 21.59763 30.56577 -0.0300
C -18.00218 16.80490 39.26192 -0.9677
S -17.47088 17.12027 37.49787 0.4760
O -17.78263 15.82175 36.72533 -0.6545
C -18.83405 18.38566 37.16145 -0.9404
H -18.88927 16.17675 39.18079 0.1567
H -18.28240 17.76683 39.69116 0.4526
H -17.13527 16.39932 39.78353 0.3215
H -18.71958 18.78966 36.15558 0.2212
H -18.78970 19.18068 37.90581 0.4459
H -19.77077 17.84630 37.30206 0.2853
C -23.04781 14.93155 23.54970 -0.8984
S -22.27197 14.34080 25.07433 0.4502
O -20.77822 14.63878 24.82293 -0.6119
C -22.94824 15.48499 26.38706 -0.0688
H -22.97852 16.01871 23.51253 0.1604
H -24.09208 14.65261 23.69033 0.3724
H -22.40217 14.61227 22.73159 0.3830
H -22.88338 16.49756 25.98884 -0.1960
H -22.48556 15.28202 27.35290 -0.0564
H -24.01359 15.26056 26.43971 0.4958
C -20.62586 12.76903 30.68590 -0.0714
S -19.06608 11.95730 30.15250 0.6625
O -19.01830 10.51786 30.59091 -0.7172
C -19.19025 11.79075 28.29936 -0.9623
H -20.49002 13.78859 30.32514 -0.2221
H -20.68240 12.73765 31.77398 -0.0454
H -21.48722 12.30910 30.20152 0.5504
H -20.09348 11.19727 28.15780 0.3197
H -18.33174 11.24641 27.90599 0.3629
H -19.28048 12.80914 27.92139 0.2544
C -19.59092 12.79241 34.85474 -0.7514
S -20.26843 14.41039 35.45459 0.8132
O -21.72785 14.34800 34.97587 -0.6779
C -20.35299 14.04882 37.24964 -1.1535
H -19.23537 12.98823 33.84313 -0.0717
H -20.31894 11.98303 34.80015 0.4486
H -18.74902 12.53406 35.49705 0.3351
H -21.26237 13.45308 37.32835 0.4378
H -20.54963 14.87426 37.93380 0.2453
H -19.43423 13.57107 37.58985 0.3154
C -18.18729 23.37739 34.54763 -0.9272
S -19.99671 22.99057 34.35479 0.6112
O -20.46900 21.94842 35.37204 -0.6475
C -20.53189 24.63573 35.01568 -1.0514
H -17.89002 24.41114 34.37127 0.3636
H -17.55974 22.89068 33.80103 0.2177
H -17.80162 23.10433 35.52987 0.3868
H -21.60310 24.60212 35.21436 0.3363
H -20.23963 25.39610 34.29144 0.3575
H -20.04510 24.86935 35.96256 0.3315
C -25.63822 20.38486 26.50817 -1.6501
C -24.78973 21.09685 25.44506 1.6192
C -25.52352 22.37958 25.01492 -1.3107
C -25.49127 23.50998 26.14011 -0.7486
C -24.08592 23.83737 26.48971 -1.2350
C -23.15687 22.61352 26.90723 1.5310
N -23.47175 21.46257 26.05681 0.0081
O -22.66336 20.35746 26.29386 0.4245
C -21.77785 23.11053 26.63919 -1.5826
C -23.30969 22.33459 28.45594 -1.5659
C -24.76549 20.14405 24.20086 -1.8817
H -26.66221 20.22304 26.17149 0.4367
H -25.70971 20.98367 27.41615 0.3358
H -25.41434 19.40546 26.93098 0.2342
H -25.14090 22.83345 24.10074 0.2809
H -26.53214 22.07325 24.73747 0.4889
H -26.05006 23.25171 27.03964 0.2998
H -25.91012 24.48211 25.88009 0.4784
H -24.01178 24.74249 27.09249 0.4862
H -23.69634 24.12699 25.51377 0.3436
H -21.43479 23.84878 27.36404 0.3918
H -21.08891 22.30341 26.88823 0.0671
H -21.71413 23.36036 25.58012 0.4693
H -22.63608 21.60231 28.90101 0.0402
H -23.28939 23.28499 28.98927 0.4747
H -24.30404 21.91628 28.61211 0.3081
H -25.75247 19.80958 23.88131 0.4160
H -24.18072 19.25238 24.42685 0.2315
H -24.20636 20.59667 23.38195 0.4292
H -22.05958 20.40940 25.54931 0.3363
C -13.91048 12.84633 36.58600 -1.9137
C -13.91505 14.26038 35.95080 1.7343
C -12.56220 14.35251 35.24164 -1.2822
C -12.53769 15.45869 34.17509 -0.8675
C -13.61022 15.23953 33.07765 -1.0348
C -15.02430 15.02576 33.68708 1.7177
N -15.01969 14.21398 34.94578 0.1216
O -16.30426 13.96667 35.45022 -0.1631
C -15.55738 16.39186 34.05247 -0.8861
C -15.86896 14.35582 32.53607 -1.4225
C -14.07999 15.40628 36.89030 -1.4896
H -14.67493 12.96362 37.35409 0.3836
H -12.97669 12.64762 37.11198 0.4069
H -14.16637 11.99495 35.95533 0.3585
H -11.78387 14.64027 35.94839 0.5377
H -12.21653 13.43125 34.77271 0.3772
H -11.55471 15.46363 33.70411 0.4795
H -12.70468 16.42111 34.65876 0.2898
H -13.45443 14.41890 32.37738 0.5097
H -13.67893 16.13769 32.46389 0.1422
H -16.57334 16.46844 34.43985 -0.1321
H -15.00456 17.00329 34.76567 0.3700
H -15.60283 17.06812 33.19884 -0.0037
H -15.87252 14.96309 31.63091 0.2551
H -15.71305 13.32670 32.21250 0.4729
H -16.88576 14.29375 32.92386 -0.0706
H -14.03559 16.35632 36.35779 0.3419
H -13.31675 15.42392 37.66828 0.4910
H -14.97868 15.35451 37.50495 0.1275
H -16.57504 14.82657 35.78015 0.4175
C -18.20124 17.47690 30.80290 -0.9253
C -19.58761 17.33740 31.53254 2.2114
C -19.72867 18.41811 32.62398 -1.8927
C -20.12728 19.74349 32.10055 0.9964
C -21.29939 19.67958 31.15032 -1.2465
C -21.20754 18.64998 29.97997 2.2032
N -20.67835 17.35656 30.50853 1.2958
O -20.75587 16.31084 29.63524 -0.0778
C -22.69118 18.48203 29.41216 -0.7850
C -20.37315 19.13632 28.76563 -0.3761
C -19.55368 16.01095 32.30074 -1.1286
H -18.14782 16.71551 30.02475 0.5179
H -17.31846 17.32600 31.42421 -0.4711
H -18.01962 18.42889 30.30407 -0.1336
H -20.53473 18.16398 33.31230 0.4816
H -18.82192 18.50472 33.22264 0.4077
H -19.23177 20.20942 31.68937 -0.9851
H -20.35058 20.43197 32.91556 0.2526
H -21.16729 20.69559 30.77833 0.2031
H -22.22181 19.67334 31.73099 0.4058
H -22.67682 18.11667 28.38532 -0.1201
H -23.24010 17.83277 30.09425 -0.8637
H -23.12637 19.47752 29.32434 0.4253
H -20.12932 18.32328 28.08181 -0.1127
H -20.72159 20.04066 28.26676 -0.0147
H -19.40694 19.53200 29.07861 -0.3725
H -20.59703 15.82568 32.55605 0.0747
H -18.97781 15.93194 33.22282 -0.3579
H -19.23054 15.15937 31.70202 0.1033
H -21.41881 15.73338 30.02079 -0.1002


20
Properties=species:S:1:pos:R:3:mulliken_charge:R:1 method="wB97M-V/def2-TZVPD" gap_ev=8.480 fmax_ev_per_a=2.846 de_lowest_kcal_mol=93.96 e_lumo_ev=0.579
C 0.28055 1.75118 -0.60145 -0.2145
C -0.63576 1.32717 -1.69742 -0.7735
O -1.64855 1.79013 1.01410 -0.9651
H -1.50965 2.45567 1.69438 0.2003
H 0.08096 2.72455 -0.18460 0.2973
H 1.33309 1.55687 -0.76121 0.2995
H -0.46832 1.98614 -2.55917 0.3381
H -1.67154 1.43763 -1.38087 0.2709
H -0.45287 0.29932 -2.01085 0.2091
C 1.40096 -1.54354 -0.42840 -1.3211
C -0.27196 -1.97120 1.45887 -1.2121
C 0.45147 -0.97097 0.59155 0.9786
N 0.24453 0.27066 0.70391 -0.4277
H -0.72757 0.69586 1.18474 0.3170
H 2.05669 -0.77069 -0.84047 0.2569
H 0.84565 -2.02539 -1.23777 0.3143
H 2.03162 -2.31305 0.02604 0.4340
H -0.79130 -2.70521 0.83903 0.3205
H 0.44523 -2.51721 2.08661 0.3233
H -0.99321 -1.47792 2.10299 0.3542